{"formula": "C5H12O2", "method": "ωB97M-V/def2-TZVPD", "elements": ["C", "C", "C", "C", "C", "H", "H", "H", "H", "H", "H", "H", "H", "H", "H", "O", "H", "H", "O"], "xyz": [[0.65, 1.46, 0.00], [0.38, 1.37, -1.32], [0.20, 0.39, 0.92], [1.29, -0.62, 0.95], [2.64, -0.43, 0.83], [1.28, 2.25, 0.40], [0.68, 2.15, -2.01], [0.00, 0.45, -1.73], [-0.17, 0.63, 1.92], [-0.70, -0.08, 0.51], [0.98, -1.62, 1.21], [3.24, -1.27, 1.15], [3.21, 0.48, 0.67], [-2.39, -2.27, -0.60], [-2.31, -1.90, 0.86], [-1.85, -2.41, 0.18], [-1.91, 0.04, -1.71], [-2.59, 1.17, -1.19], [-2.61, 0.21, -1.07]], "lowdin_spin": [0.0983, 0.1857, 0.0506, 0.2363, 0.3458, 0.0028, 0.0094, 0.0035, 0.0045, 0.0216, 0.0100, 0.0152, 0.0111, 0.0000, 0.0000, 0.0011, 0.0003, 0.0007, 0.0032], "charge": 1, "homo_lumo_gap_ev": [10.5, 5.8], "energy_ha": -347.7805, "multiplicity": 2}

=====

{"formula": "C5H12O2SSi", "method": "ωB97M-V/def2-TZVPD", "elements": ["C", "C", "C", "C", "C", "O", "O", "Si", "S", "H", "H", "H", "H", "H", "H", "H", "H", "H", "H", "H", "H"], "xyz": [[2.13, -0.19, 0.22], [3.23, -1.21, 0.22], [-1.42, 2.48, 0.21], [-1.01, -0.55, -1.75], [-1.76, -0.95, 1.33], [0.96, -0.74, 0.34], [-0.45, 1.45, 0.29], [-0.56, -0.15, 0.04], [2.49, 1.34, -0.18], [3.15, -1.78, 1.19], [3.13, -1.95, -0.66], [4.12, -0.69, 0.12], [-1.73, 2.60, -0.92], [-2.27, 2.20, 0.83], [-0.87, 3.36, 0.53], [-2.05, -0.20, -1.98], [-0.20, -0.19, -2.44], [-0.95, -1.57, -2.13], [-2.02, -2.04, 0.98], [-1.24, -0.95, 2.40], [-2.69, -0.27, 1.37]], "mulliken_charge": [0.6276, -1.0724, -0.6653, -1.0375, -0.9011, -0.3115, -0.1232, 0.3423, -0.2955, 0.2491, 0.2524, 0.4012, 0.2544, 0.2673, 0.2240, 0.3029, 0.2921, 0.4039, 0.2745, 0.2346, 0.2803], "homo_lumo_gap_ev": 8.7, "energy_ha": -1035.9219, "smiles": "CO[Si](C)(C)OC(C)=S", "multiplicity": 1}

=====

{"formula": "C5H12O3", "method": "ωB97M-V/def2-TZVPD", "elements": ["C", "O", "C", "C", "C", "C", "O", "H", "H", "H", "H", "H", "H", "H", "H", "H", "H", "H", "H", "O"], "xyz": [[-3.53, 0.02, -0.28], [-4.40, -0.99, -0.02], [-2.01, -0.52, -0.23], [-0.88, 0.58, 0.03], [0.46, -0.12, 0.39], [1.74, 0.67, 0.73], [3.04, -0.02, 0.60], [-3.52, 0.91, 0.40], [-3.62, 0.41, -1.41], [-1.71, -1.09, -1.11], [-1.98, -1.28, 0.62], [-0.86, 1.28, -0.89], [-1.11, 1.18, 1.00], [0.30, -1.00, 1.11], [0.78, -0.68, -0.53], [1.76, 1.57, 0.11], [1.71, 1.14, 1.83], [4.04, -0.25, -0.48], [5.11, -1.25, -0.71], [4.68, -0.56, -1.15]], "mulliken_charge": [-0.3100, -0.9046, -0.5864, -0.1247, -0.3973, -0.5772, -0.9342, 0.1585, 0.0522, 0.2994, 0.2326, 0.1655, 0.2231, 0.1736, 0.1872, 0.2146, 0.1440, 0.4978, 0.2259, -0.7401], "charge": -2, "homo_lumo_gap_ev": 6.3, "energy_ha": -423.2968, "multiplicity": 1}

=====

{"formula": "C5H12O3", "method": "ωB97M-V/def2-TZVPD", "elements": ["C", "C", "C", "O", "C", "C", "H", "H", "H", "H", "H", "H", "H", "H", "H", "H", "O", "H", "H", "O"], "xyz": [[-1.51, -0.85, -1.76], [-1.36, 0.09, -0.44], [-0.41, 0.99, -0.22], [0.44, 1.49, -1.22], [-0.12, 1.57, 1.11], [0.97, 1.08, 1.81], [-2.36, -0.41, -2.29], [-0.71, -0.79, -2.39], [-1.67, -1.85, -1.48], [-1.95, -0.19, 0.37], [0.06, 1.45, -2.12], [-0.56, 2.51, 1.14], [1.52, 0.09, 1.56], [1.27, 1.67, 2.75], [0.15, -1.70, 2.81], [-0.86, -1.67, 1.72], [-0.80, -1.93, 2.56], [2.49, -0.76, -2.03], [2.57, 0.07, -0.84], [2.82, -0.82, -1.05]], "mulliken_charge": [-1.3394, -0.4180, 0.3667, -0.5214, -0.4358, -0.6368, 0.3374, 0.3720, 0.3533, 0.7257, 0.3130, 0.3987, 0.2569, 0.2210, 0.3262, 0.3187, -0.6284, 0.3226, 0.3105, -0.6430], "homo_lumo_gap_ev": 9.6, "energy_ha": -423.3221, "smiles": "C=C/C(O)=C/C.O.O", "multiplicity": 1}

=====

{"formula": "C5H12O3", "method": "ωB97M-V/def2-TZVPD", "elements": ["O", "C", "O", "C", "C", "C", "C", "H", "H", "H", "H", "H", "H", "H", "H", "H", "H", "H", "H", "O"], "xyz": [[-0.60, 0.23, 1.59], [0.52, 0.41, 1.25], [1.46, -0.25, 2.03], [0.85, 1.25, 0.08], [-0.18, 0.88, -1.07], [-0.27, -0.62, -1.22], [0.46, 1.35, -2.51], [1.17, -0.62, 2.75], [0.88, 2.41, 0.44], [1.84, 1.24, -0.30], [-1.18, 1.31, -0.87], [-0.87, -0.92, -2.14], [0.68, -1.16, -1.50], [-0.77, -0.99, -0.35], [0.95, 0.67, -3.09], [-0.40, 1.79, -3.00], [1.04, 2.22, -2.32], [-1.53, -3.04, 0.88], [-2.31, -1.84, 0.21], [-1.83, -2.57, 0.15]], "mulliken_charge": [-0.5326, 0.5283, -0.4826, -0.7603, 0.7845, -1.3355, -1.5853, 0.2993, 0.3040, 0.4268, 0.3028, 0.3671, 0.2891, 0.1715, 0.4019, 0.3786, 0.4589, 0.2828, 0.3072, -0.6065], "homo_lumo_gap_ev": 11.1, "energy_ha": -423.3656, "smiles": "CC(C)CC(=O)O.O", "multiplicity": 1}

=====

{"formula": "C5H12O3", "method": "ωB97M-V/def2-TZVPD", "elements": ["C", "C", "C", "C", "C", "O", "O", "O", "H", "H", "H", "H", "H", "H", "H", "H", "H", "H", "H", "H"], "xyz": [[0.00, -0.14, 0.55], [-0.36, 0.74, -0.65], [-1.00, -1.43, 0.56], [1.45, -0.64, 0.52], [0.48, 2.08, -0.68], [-0.22, 0.55, 1.78], [-0.14, 0.09, -1.90], [-1.55, -1.77, -0.72], [0.49, 1.21, 1.90], [-0.71, -0.72, -1.87], [-2.20, -2.47, -0.57], [-1.42, 1.04, -0.60], [-0.47, -2.30, 0.94], [-1.84, -1.24, 1.25], [1.64, -1.30, 1.37], [2.16, 0.18, 0.62], [1.67, -1.18, -0.41], [1.22, 2.17, 0.11], [-0.21, 2.93, -0.58], [1.01, 2.20, -1.64]], "mulliken_charge": [0.7168, 0.4584, -0.7869, -1.4835, -1.3250, -0.6155, -0.6411, -0.5582, 0.3815, 0.3655, 0.3198, 0.3613, 0.3465, 0.4068, 0.4195, 0.3648, 0.3318, 0.3349, 0.2779, 0.3246], "homo_lumo_gap_ev": 10.3, "energy_ha": -423.4053, "smiles": "C[C@@H](O)[C@@](C)(O)CO", "multiplicity": 1}

=====

{"formula": "C5H12O3", "method": "ωB97M-V/def2-TZVPD", "elements": ["C", "C", "C", "O", "C", "C", "H", "H", "H", "H", "H", "H", "H", "H", "H", "H", "O", "H", "H", "O"], "xyz": [[-1.53, -0.62, 0.21], [-2.86, -0.41, 0.11], [0.75, 1.77, 1.90], [1.88, 1.22, 2.53], [-0.30, 0.68, 1.79], [-0.52, 0.31, 0.53], [-1.24, -1.61, -0.13], [-3.39, 0.51, 0.17], [-3.65, -1.21, 0.03], [0.34, 2.57, 2.61], [0.94, 2.11, 0.87], [2.15, 0.52, 1.85], [-0.78, 0.16, 2.58], [0.01, 0.72, -0.32], [-0.01, -2.69, -2.43], [-0.74, -2.88, -3.63], [-0.04, -2.32, -3.29], [2.41, -0.41, -2.96], [1.20, 0.61, -2.44], [1.85, 0.01, -2.17]], "lowdin_spin": [0.1496, 0.2239, 0.0156, 0.0707, 0.2521, 0.2068, 0.0280, 0.0136, 0.0058, 0.0068, 0.0024, -0.0009, 0.0106, 0.0153, 0.0000, 0.0000, -0.0002, 0.0000, 0.0000, -0.0003], "charge": 1, "homo_lumo_gap_ev": [10.2, 5.4], "energy_ha": -422.9822, "multiplicity": 2}

=====

{"formula": "C5H12O3Pt", "method": "ωB97M-V/def2-TZVPD", "elements": ["C", "C", "O", "Pt", "H", "H", "H", "H", "O", "H", "C", "O", "C", "C", "H", "H", "H", "H", "H", "H", "H"], "xyz": [[-1.51, 1.42, -2.34], [-1.68, 0.61, -1.09], [-2.03, 1.39, 0.03], [-3.50, 1.53, 0.83], [-1.43, 2.49, -2.11], [-2.36, 1.25, -3.01], [-0.58, 1.10, -2.84], [-2.40, -0.22, -1.15], [-0.28, 0.16, -0.58], [-1.04, 1.30, 0.56], [3.21, -0.75, 1.36], [2.09, -0.70, 0.51], [0.89, -1.00, 1.16], [-0.25, -1.04, 0.17], [4.09, -0.49, 0.76], [3.11, -0.03, 2.19], [3.35, -1.76, 1.78], [0.67, -0.25, 1.94], [0.95, -1.99, 1.65], [-1.20, -1.13, 0.72], [-0.11, -1.90, -0.51]], "lowdin_spin": [0.0115, 0.0593, 0.4911, 2.3419, 0.0015, 0.0009, 0.0007, 0.0175, 0.0385, 0.0270, 0.0001, 0.0006, 0.0006, 0.0046, 0.0000, 0.0000, 0.0000, 0.0002, 0.0001, 0.0031, 0.0009], "charge": 1, "homo_lumo_gap_ev": [8.6, 5.5], "energy_ha": -542.1537, "multiplicity": 4}

=====

We obtain ΔE to the lowest compared entry with this formula, charge and spin values of 33.4 25.8 27.2 82.7 55.4 30.5 77.9 22.0 kcal per mole for the records listed above, in that order.